# 1
Below is C24H34AsCsF6N5OP2Se as an isolated structure, with properties calculated with wB97M-V/def2-TZVPD.

Positions of all 75 atoms, in Å:
Cs1 11.451 14.187 5.590
C1 16.251 12.009 4.969
P1 15.825 11.524 6.711
C2 16.950 10.139 6.991
N1 18.204 10.501 6.735
C3 19.119 9.493 7.024
C4 20.359 9.545 6.408
C5 21.336 8.622 6.678
C6 21.025 7.478 7.483
C7 19.815 7.380 8.116
C8 18.757 8.264 7.720
N2 17.489 7.837 7.875
C9 16.633 8.802 7.473
P2 14.941 8.223 7.338
C10 15.067 6.439 7.395
C11 13.777 8.876 8.660
C12 14.624 9.735 9.660
C13 12.674 9.788 8.029
C14 13.219 7.705 9.450
C15 16.383 12.849 7.901
C16 17.127 13.951 7.230
C17 15.013 13.362 8.392
C18 17.240 12.374 9.111
H1 17.346 12.047 4.858
H2 15.972 13.013 4.622
H3 15.822 11.311 4.282
H4 20.445 10.382 5.711
H5 22.319 8.849 6.328
H6 21.736 6.645 7.495
H7 19.691 6.595 8.882
H8 15.958 6.180 6.748
H9 14.204 5.936 7.050
H10 15.286 6.212 8.414
H11 14.952 10.716 9.192
H12 15.568 9.200 9.947
H13 14.013 9.951 10.545
H14 13.098 10.687 7.543
H15 12.118 10.274 8.836
H16 11.973 9.371 7.384
H17 13.929 6.904 9.838
H18 12.382 7.246 8.931
H19 12.792 8.138 10.361
H20 16.531 14.516 6.468
H21 18.147 13.717 6.852
H22 17.156 14.752 7.965
H23 14.402 13.791 7.527
H24 15.025 14.139 9.170
H25 14.313 12.546 8.699
H26 18.309 12.302 8.940
H27 16.952 11.397 9.506
H28 17.174 13.080 9.941
C19 13.194 8.348 5.284
O1 14.394 8.742 5.920
H29 12.586 7.772 5.949
H30 13.342 7.783 4.387
H31 12.648 9.242 5.037
Se1 6.598 14.461 5.184
N3 6.463 16.230 4.814
C20 7.558 16.881 5.130
C21 7.762 18.254 5.020
C22 9.045 18.648 5.282
C23 10.098 17.700 5.525
N4 10.016 16.361 5.624
C24 8.724 15.948 5.558
N5 8.360 14.666 5.404
H32 6.994 18.855 4.603
H33 9.339 19.720 5.231
H34 11.072 18.180 5.660
F1 14.580 15.207 5.782
As1 13.926 16.788 6.300
F2 15.166 16.986 7.519
F3 12.766 15.806 7.306
F4 13.202 18.224 6.946
F5 12.742 16.841 4.940
F6 15.024 17.760 5.251

gap between HOMO and LUMO (alpha / beta)	2.79 / 5.30	eV
multiplicity	2
LUMO (alpha / beta)	-2.18 / -2.18	eV

Löwdin population analysis, charges in e, atoms 1 to 6: number 1, Cs, carries 1.173; number 2, C, carries -0.252; number 3, P, carries 1.033; number 4, C, carries -0.431; number 5, N, carries 0.084; number 6, C, carries -0.218


# 2
Below is one molecule with the formula C4H3NO3, with properties calculated with wB97M-V/def2-TZVPD.

Positions of all 11 atoms, in Å:
N1 -2.407 -1.437 -0.705
C1 -1.976 -0.516 -0.141
C2 -1.276 0.515 0.258
O1 -1.738 1.452 0.968
C3 0.028 0.800 -0.267
O2 -0.004 1.955 -0.773
C4 1.394 -0.215 -0.243
O3 0.870 -1.179 0.613
H1 1.545 -0.653 -1.295
H2 2.402 0.410 0.077
H3 1.161 -1.133 1.507

gap between HOMO and LUMO	8.72	eV
LUMO	-1.62	eV
SMILES string	N#CC(=O)C(=O)CO

Löwdin population analysis, charges in e, atoms 1 to 6: number 1, N, carries 0.259; number 2, C, carries -0.126; number 3, C, carries -0.383; number 4, O, carries 0.147; number 5, C, carries -0.203; number 6, O, carries 0.100


# 3
Below is an isolated ion of composition C4H8N2 and charge +2, with properties calculated with wB97M-V/def2-TZVPD.

Positions of all 14 atoms, in Å:
C1 -1.233 -1.556 0.585
N1 -0.390 -0.698 0.092
C2 1.024 -0.840 -0.513
C3 1.186 0.687 -0.340
C4 -0.198 0.708 0.061
N2 -0.921 1.805 0.391
H1 -1.077 -2.680 0.398
H2 -2.256 -1.199 0.915
H3 0.971 -0.936 -1.577
H4 1.673 -1.689 -0.003
H5 1.578 1.159 -1.273
H6 1.858 1.063 0.459
H7 -0.499 2.688 0.263
H8 -1.971 1.724 0.619

gap between HOMO and LUMO	10.01	eV
net charge	+2
LUMO	-11.86	eV
SMILES string	C=[N+]1CCC1=[NH2+]

Löwdin population analysis, charges in e, atoms 1 to 6: number 1, C, carries 0.324; number 2, N, carries 0.022; number 3, C, carries 0.023; number 4, C, carries -0.021; number 5, C, carries -0.139; number 6, N, carries 0.344


# 4
Below is a 2-piece molecular cluster, C3H8NO overall, with properties calculated with wB97M-V/def2-TZVPD.

Positions of all 13 atoms, in Å:
C1 1.357 0.731 -1.375
C2 0.043 -1.367 0.720
C3 -0.349 -0.309 -0.275
N1 -0.874 0.874 0.388
O1 1.317 1.805 -0.852
H1 1.822 0.328 -2.169
H2 0.711 -2.075 0.097
H3 -0.792 -1.998 1.157
H4 0.707 -0.946 1.565
H5 -0.872 -0.511 -1.129
H6 -0.251 1.557 0.685
H7 -1.199 0.643 1.347
H8 -1.619 1.268 -0.158

gap between HOMO and LUMO (alpha / beta)	9.42 / 9.42	eV
net charge	+1
LUMO (alpha / beta)	-4.05 / -4.05	eV

Löwdin population analysis, charges in e, atoms 1 to 6: number 1, C, carries 0.099; number 2, C, carries -0.097; number 3, C, carries -0.206; number 4, N, carries 0.175; number 5, O, carries 0.064; number 6, H, carries 0.074


# 5
Below is a 2-piece molecular cluster, C3H8Cl2N overall, with properties calculated with wB97M-V/def2-TZVPD.

Positions of all 14 atoms, in Å:
C1 -1.964 -0.019 -0.104
C2 1.871 0.721 -0.615
C3 1.263 -0.564 -0.902
N1 -1.265 -0.312 1.092
Cl1 0.914 1.726 0.631
Cl2 1.185 -1.766 0.272
H1 -2.672 -0.733 -0.475
H2 -1.755 0.900 -0.620
H3 2.847 0.646 -0.134
H4 1.914 1.349 -1.501
H5 0.758 -0.760 -1.834
H6 -0.733 0.535 1.393
H7 -0.486 -1.057 0.960
H8 -1.877 -0.667 1.837

gap between HOMO and LUMO (alpha / beta)	8.15 / 8.95	eV
net charge	+1
LUMO (alpha / beta)	-4.97 / -5.18	eV

Löwdin population analysis, charges in e, atoms 1 to 6: number 1, C, carries 0.065; number 2, C, carries -0.528; number 3, C, carries -0.583; number 4, N, carries 0.024; number 5, Cl, carries 0.586; number 6, Cl, carries 0.789


# 6
Below is one molecule with the formula C8H10N4, with properties calculated with wB97M-V/def2-TZVPD.

Positions of all 22 atoms, in Å:
C1 -1.740 2.503 1.668
C2 -0.851 1.491 1.019
N1 -0.261 1.914 -0.110
C3 0.376 0.826 -0.724
N2 0.776 0.686 -2.057
C4 1.255 -0.409 -2.377
N3 1.377 -1.509 -1.696
C5 0.717 -1.534 -0.475
N4 0.612 -2.855 0.007
C6 0.236 -0.247 0.192
C7 -0.698 0.154 1.202
C8 -1.057 -0.869 2.353
H1 -2.666 2.040 2.302
H2 -2.243 3.254 0.875
H3 -0.969 3.147 2.330
H4 -0.567 2.878 -0.624
H5 1.913 -0.505 -3.282
H6 -0.010 -3.216 0.819
H7 0.957 -3.604 -0.396
H8 0.010 -1.240 2.736
H9 -1.812 -1.572 1.935
H10 -1.577 -0.332 3.146

gap between HOMO and LUMO	8.44	eV
LUMO	0.70	eV
SMILES string	Cc1[nH]c2ncnc(N)c2c1C

Löwdin population analysis, charges in e, atoms 1 to 6: number 1, C, carries -0.061; number 2, C, carries -0.380; number 3, N, carries 0.099; number 4, C, carries -0.213; number 5, N, carries 0.107; number 6, C, carries -0.366


What did we get for F_max? Answer: 4.26; 8.88; 6.19; 8.91; 1.27; 8.01 eV Å⁻¹, in the order shown.
What did we get for ΔE to the lowest compared entry with this formula, charge and spin? Answer: 0.0; 103.4; 20.0; 71.0; 66.9; 48.6 kcal/mol, in the order shown.